Entry 1:
H13NO5 | wB97M-V/def2-TZVPD

Results
relative energy (zero: lowest compared OMol25 entry of this formula, charge and spin): 104.60 kJ/mol
frontier orbital gap: 10.88 eV
electronic energy: -11938.7909 eV
2S+1: 1
LUMO level: 0.345 eV

Geometry (Å):
N 0.856 0.615 1.504
H 0.250 1.076 0.840
H 1.025 1.276 2.303
H 0.302 -0.104 2.023
O -0.701 2.765 -0.413
H -1.566 2.376 -0.639
H -0.326 2.847 -1.300
O 1.154 -0.793 -2.196
H 1.770 -0.144 -2.301
H 1.394 -1.189 -1.384
O 2.119 -1.482 0.279
H 1.759 -0.568 0.739
H 1.430 -2.061 0.560
O -1.732 -1.078 1.602
H -1.527 -0.941 0.589
H -2.558 -0.685 1.605
O -1.275 -0.370 -1.032
H -0.475 -0.464 -1.603
H -1.900 -1.076 -1.177

Atoms 1-6, force components in eV/Å:
-0.0883 -0.2957 2.4545
-0.3525 0.1933 -0.0283
0.1852 -0.4651 -1.4298
0.0836 0.6680 -1.0212
-0.5952 -0.2936 -0.6815
0.3691 0.0644 0.4674

***

Entry 2:
C2H5NOS | wB97M-V/def2-TZVPD

Results
relative energy (zero: lowest compared OMol25 entry of this formula, charge and spin): 139.67 kJ/mol
frontier orbital gap: 9.13 eV
electronic energy: -16526.9338 eV
2S+1: 1
LUMO level: 0.400 eV

Geometry (Å):
N -1.564 -0.298 -0.207
C -0.185 -0.810 0.149
C 0.976 0.225 0.003
O 0.615 1.452 0.064
S 2.563 -0.357 -0.097
H -1.782 0.070 -1.106
H -1.933 0.377 0.460
H -0.247 -1.000 1.333
H 0.138 -1.728 -0.385
H 1.419 2.069 -0.213

Atoms 1-6, force components in eV/Å:
0.8238 -0.8427 1.4388
-1.0572 1.6010 1.7379
1.6733 -3.5736 0.1125
1.5474 3.3521 -1.1286
-1.7444 1.0491 -0.0813
0.6562 -0.0561 -0.8672

***

Entry 3:
C4H36NO13 | wB97M-V/def2-TZVPD

Results
relative energy (zero: lowest compared OMol25 entry of this formula, charge and spin): 427.65 kJ/mol
charge: +1
frontier orbital gap: 9.99 eV
electronic energy: -32833.6701 eV
2S+1: 1
LUMO level: -2.559 eV

Geometry (Å):
C 3.759 -0.791 1.136
N 2.357 -0.755 0.427
C 1.266 -1.187 1.348
C 2.016 -1.979 2.422
C 3.525 -1.601 2.400
H 4.486 -0.901 0.368
H 3.914 0.259 1.458
H 2.259 -1.454 -0.365
H 2.335 0.167 0.014
H 0.538 -1.774 0.774
H 0.937 -0.309 1.937
H 1.581 -2.020 3.419
H 1.829 -3.042 2.096
H 4.050 -2.572 2.360
H 3.734 -0.960 3.250
H -0.995 -2.441 -3.203
H -1.840 -0.988 -3.166
O -1.010 -1.458 -3.085
H -2.093 -2.082 2.388
H -2.331 -2.811 0.972
O -1.660 -2.397 1.582
H 0.333 -5.112 -1.952
H -0.943 -4.957 -2.945
O -0.329 -4.541 -2.339
H -3.445 0.702 0.619
H -2.115 0.530 0.150
O -2.899 1.023 -0.123
H 2.516 1.304 -1.898
H 3.757 2.047 -1.939
O 3.456 1.136 -2.068
H -1.239 3.059 -0.313
H -1.159 4.365 0.205
O -0.529 3.676 -0.046
H -3.100 2.791 -1.319
H -3.495 3.169 -2.763
O -2.847 3.354 -2.065
H -0.563 3.363 -2.736
H 0.354 4.603 -2.269
O 0.307 3.667 -2.477
H -3.552 0.903 3.541
H -3.019 1.975 2.794
O -3.807 1.385 2.736
H -0.354 1.875 2.896
H -1.251 2.126 4.094
O -1.250 1.727 3.217
H -2.229 -3.719 -0.367
H -3.506 -4.413 -0.197
O -3.167 -3.479 -0.337
H 1.564 3.326 -0.016
H 2.653 3.196 1.047
O 2.398 2.846 0.185
H 0.464 -1.214 -1.902
H 1.151 -2.530 -2.227
O 1.193 -1.797 -1.604

Atoms 1-6, force components in eV/Å:
-2.4048 2.1590 0.4577
1.6223 -1.3820 -0.1952
0.8250 1.5993 1.7930
-0.2989 -2.6140 -1.0546
-0.5225 -1.3718 -0.6419
0.7005 -1.1095 -0.3229

***

Entry 4:
C5H8ClNS | wB97M-V/def2-TZVPD

Results
relative energy (zero: lowest compared OMol25 entry of this formula, charge and spin): 397.22 kJ/mol
frontier orbital gap: 8.11 eV
electronic energy: -30158.0475 eV
2S+1: 1
LUMO level: 0.330 eV

Geometry (Å):
C 2.178 0.164 -1.745
C -2.292 0.363 0.096
C 1.624 -0.997 -1.760
C -3.349 1.129 0.674
C 1.005 -1.303 1.367
N -1.572 -0.346 -0.442
S 1.103 -1.946 -0.400
Cl 2.665 1.178 -0.327
H 2.318 0.714 -2.741
H -0.196 -1.557 -0.824
H -3.358 0.916 1.731
H -4.256 0.749 0.403
H -3.174 2.195 0.606
H 1.559 -1.947 2.069
H -0.072 -1.161 1.563
H 1.336 -0.272 1.225

Atoms 1-6, force components in eV/Å:
0.7201 2.4257 -1.7480
0.2349 -0.6857 -0.8528
-0.2830 -1.3703 0.3528
1.9820 0.9783 2.0218
-0.6937 0.8475 -1.0791
-0.0163 0.2414 0.0755

***

The HOMO results, record by record, are as follows: -10.5 -8.7 -12.6 -7.8 eV.